Entry 1:
Density functional theory data (ωB97M-V with the def2-TZVPD basis set) for the molecule C5H10O2.

structure (SMILES)	C[C@@H](O)[C@H]1CCO1
max |F|	0.344	eV Å⁻¹
frontier orbital gap	0.40593	hartree
2S+1	1
energy above the lowest of the compared OMol25 structures with the same formula, charge and spin	1.983	eV

XYZ file:
```
17
C5H10O2 (ωB97M-V with the def2-TZVPD basis set)
C -2.22710 -0.56132 0.22709
C -1.07856 0.34513 -0.20615
O -0.95044 1.47829 0.62529
C 0.25460 -0.40160 -0.26259
C 1.46092 0.30290 -0.89439
C 2.15047 -0.01923 0.43310
O 0.90202 -0.42364 1.03138
H -3.16310 0.00353 0.24524
H -2.34368 -1.39969 -0.47064
H -2.04869 -0.96943 1.22827
H -1.28817 0.72780 -1.21345
H -0.41912 1.17578 1.37954
H 0.11130 -1.42645 -0.63187
H 1.87938 -0.15094 -1.79520
H 1.29126 1.37158 -1.04857
H 2.61928 0.81078 0.97047
H 2.84964 -0.86350 0.38249
```

***

Entry 2:
Density functional theory data (ωB97M-V with the def2-TZVPD basis set) for a structure of composition C23H43FIN4O10P2 at a distorted geometry.

charge	+1
max |F|	9.633	eV Å⁻¹
frontier orbital gap	0.19562	hartree
2S+1	1

XYZ file:
```
84
C23H43FIN4O10P2 (ωB97M-V with the def2-TZVPD basis set)
C -0.95673 0.82486 -2.27244
C -0.36379 1.35898 -3.70283
C -1.32311 1.19492 -4.95845
C -0.86874 1.66403 -6.39723
C 0.57282 2.27352 -6.54679
C 1.54741 2.43927 -5.29049
C 1.09253 2.01077 -3.84787
C 1.95788 2.13560 -2.50010
N 3.08474 3.12726 -2.55513
C 2.62721 4.52112 -2.54246
N 2.37366 5.10633 -3.76544
N 2.46537 5.37418 -1.35130
I 1.20309 6.96787 -1.90642
C 1.91093 4.62985 -0.19081
O 2.32124 3.51742 0.25240
N 0.79079 5.29533 0.56101
C -0.51618 4.64422 0.29806
O -1.51741 5.40567 0.09117
F -0.77309 3.23544 0.30536
H -1.14750 1.77458 -1.64239
H -1.93413 0.25257 -2.43095
H -0.11916 0.19952 -1.77792
H -2.37722 0.73990 -4.77683
H -1.62736 1.54738 -7.26180
H 0.92310 2.62221 -7.58447
H 2.59187 2.90665 -5.42553
H 1.22041 2.28204 -1.63267
H 2.45689 1.09272 -2.33702
H 3.77114 2.97264 -1.79455
H 1.47713 5.02739 -4.26985
H 3.20252 5.57714 -4.19464
H 1.01078 5.08172 1.56343
O -5.17129 -3.12472 -0.25439
P -4.52910 -2.18488 0.77817
O -2.96900 -2.43414 0.29001
C -2.52916 -1.66158 -0.82655
C -2.44214 -0.18595 -0.49120
O -4.58469 -3.36825 1.96417
C -5.58447 -4.39956 1.82219
C -5.01419 -5.60198 1.07313
O -3.88621 -1.07705 1.92209
C -4.81803 -0.59709 2.91074
C -5.32223 -1.63655 3.91031
H -3.20165 -1.82247 -1.67381
H -1.54140 -2.03667 -1.10962
H -3.42805 0.22631 -0.25690
H -2.02443 0.38798 -1.35573
H -1.80142 -0.01964 0.38381
H -6.49166 -4.01672 1.33078
H -5.92761 -4.71641 2.80708
H -4.47272 -5.32520 0.16464
H -5.80110 -6.30735 0.78718
H -4.28857 -6.10851 1.70600
H -5.66219 -0.12724 2.40637
H -4.28459 0.19352 3.47223
H -6.11237 -2.24168 3.46405
H -5.77642 -1.16101 4.78060
H -4.52433 -2.29902 4.24983
O 4.26480 -0.43211 0.71543
P 3.21284 -1.07513 1.63560
O 3.10158 0.19679 2.68535
C 2.24070 1.26251 2.28733
C 0.78729 0.83062 2.27265
O 4.38814 -1.94270 2.45727
C 5.61614 -2.22386 1.75326
C 6.65422 -1.13786 2.02783
O 1.99822 -1.83164 2.58382
C 1.74600 -3.21793 2.27880
C 2.87917 -4.18847 2.60700
H 2.54034 1.63030 1.30550
H 2.37878 2.07651 3.00402
H 0.61208 0.05373 1.52423
H 0.13890 1.67485 2.03729
H 0.49002 0.42127 3.24463
H 5.44282 -2.34668 0.67342
H 6.00947 -3.18904 2.07210
H 6.25601 -0.12542 1.92004
H 7.51604 -1.22736 1.35849
H 6.98983 -1.21422 3.05977
H 1.47331 -3.30757 1.22751
H 0.86028 -3.50405 2.87708
H 3.64267 -4.15948 1.82844
H 2.52363 -5.21938 2.62746
H 3.34865 -3.96091 3.56542
```

***

Entry 3:
Density functional theory data (ωB97M-V with the def2-TZVPD basis set) for the molecule C3H4N4.

structure (SMILES)	Nc1cncnn1
max |F|	0.338	eV Å⁻¹
frontier orbital gap	0.31175	hartree
2S+1	1
energy above the lowest of the compared OMol25 structures with the same formula, charge and spin	6.627	eV

XYZ file:
```
11
C3H4N4 (ωB97M-V with the def2-TZVPD basis set)
N 1.62711 0.02888 -0.94399
C 0.75279 -0.01821 0.01985
C 0.20336 0.74638 1.11173
N -1.10308 1.07314 0.96799
C -1.67980 0.26202 0.06544
N -1.18125 -0.94353 -0.19601
N 0.07387 -1.18790 0.36797
H 1.99316 0.89101 -1.32650
H 1.87956 -0.84737 -1.38791
H 0.11835 -0.47729 1.61615
H -2.68407 0.47286 -0.29472
```

***

Entry 4:
Density functional theory data (ωB97M-V with the def2-TZVPD basis set) for the molecule C5H10NP at a distorted geometry.

max |F|	3.733	eV Å⁻¹
frontier orbital gap (alpha / beta)	0.26857 / 0.26540	hartree
2S+1	1
energy above the lowest of the compared OMol25 structures with the same formula, charge and spin	2.807	eV

XYZ file:
```
17
C5H10NP (ωB97M-V with the def2-TZVPD basis set)
C -0.10697 0.29014 -0.18845
C 0.21576 0.47374 1.39048
C 1.01945 0.25406 -1.08062
C -0.90866 -0.10751 2.27995
C 0.86191 -0.59316 -2.32032
N 1.46526 -0.15803 1.86963
P 2.52616 -0.84856 0.95136
H -0.57786 -0.70362 -0.24206
H -0.95858 0.93964 -0.14394
H 0.26616 1.65934 1.38378
H 1.73863 1.13784 -1.20145
H -0.95717 -1.20350 2.47263
H -1.81099 0.16931 1.69871
H -0.70330 0.28806 3.31774
H 0.14870 -0.06640 -3.13312
H 0.64544 -1.67569 -1.99638
H 1.75540 -0.77845 -2.95734
```

***

Entry 5:
Density functional theory data (ωB97M-V with the def2-TZVPD basis set) for the molecule C3H6N2 at a distorted geometry.

max |F|	3.026	eV Å⁻¹
frontier orbital gap (alpha / beta)	0.31817 / 0.31814	hartree
2S+1	1
energy above the lowest of the compared OMol25 structures with the same formula, charge and spin	4.068	eV

XYZ file:
```
11
C3H6N2 (ωB97M-V with the def2-TZVPD basis set)
C 0.18050 -0.11676 0.08501
N -0.42029 -0.78708 1.16450
C -1.13480 0.74504 -0.88417
C 1.50630 0.18925 -0.02244
N -0.34181 -0.24825 -1.24728
H 0.17004 -0.87734 1.97875
H -0.87054 -1.65270 0.90034
H -1.24095 1.59090 -1.56212
H -1.95363 0.64698 -0.16903
H 1.85264 0.85503 -0.79313
H 2.25255 -0.34507 0.54957
```

***

Entry 6:
Density functional theory data (ωB97M-V with the def2-TZVPD basis set) for a cluster of 2 separate species, C5H7NOS in total at a distorted geometry.

max |F|	4.665	eV Å⁻¹
frontier orbital gap (alpha / beta)	0.25985 / 0.28735	hartree
2S+1	1
energy above the lowest of the compared OMol25 structures with the same formula, charge and spin	4.589	eV

XYZ file:
```
15
C5H7NOS (ωB97M-V with the def2-TZVPD basis set)
C 1.52406 0.80912 1.91290
C 1.73340 0.42850 0.60522
C 0.12574 0.74141 2.10222
C 0.43267 0.33537 0.04172
C -1.59862 0.02978 -1.39122
N -0.52082 0.53621 1.01805
O -0.32102 -2.46217 -1.81554
S 0.15388 -0.18245 -1.50986
H 2.35767 1.01303 2.64774
H 2.65067 0.26840 0.17441
H -0.40877 0.83599 2.96353
H -2.21972 -0.75926 -1.99282
H -2.03104 1.05765 -1.67136
H -1.99437 -0.08979 -0.40033
H 0.11628 -2.56180 -2.68465
```